C86H184BN2O8P4 | ωB97M-V/def2-TZVPD

Cartesian coordinates (Å):
O 2.641 -3.009 1.214
C 1.419 -3.073 0.932
O 0.620 -4.036 1.333
B -0.668 -3.877 0.586
O -0.622 -2.572 -0.089
C 0.616 -2.005 0.072
O 0.987 -0.922 -0.410
O -1.773 -4.031 1.587
C -2.348 -5.166 1.343
O -3.297 -5.633 2.011
C -1.778 -5.813 0.073
O -0.841 -4.950 -0.381
O -2.083 -6.901 -0.426
C -4.860 -5.254 -2.602
C -4.751 -4.166 -1.508
C -4.956 -2.728 -2.092
C -6.266 -2.576 -2.857
N -6.597 -1.095 -3.300
C -7.836 -1.055 -4.189
C -7.443 -0.389 -5.534
C -6.217 0.477 -5.130
C -5.479 -0.523 -4.160
C -6.830 -0.274 -2.068
H -5.797 -5.804 -2.510
H -4.138 -6.062 -2.489
H -4.819 -4.930 -3.642
H -3.723 -4.190 -1.147
H -5.332 -4.258 -0.590
H -4.102 -2.429 -2.699
H -4.814 -2.006 -1.288
H -7.100 -2.883 -2.226
H -6.303 -3.198 -3.751
H -8.632 -0.524 -3.666
H -8.214 -2.077 -4.168
H -8.192 0.292 -5.937
H -7.166 -1.190 -6.219
H -6.514 1.394 -4.620
H -5.568 0.715 -5.973
H -4.693 -0.087 -3.544
H -5.027 -1.375 -4.668
H -7.374 0.637 -2.320
H -5.942 0.222 -1.676
H -7.274 -0.892 -1.289
C -2.584 -0.011 -0.625
C -2.396 1.098 0.517
C -3.024 2.375 0.131
C -2.948 3.369 1.250
N -3.359 4.740 0.730
C -2.268 5.417 -0.237
C -2.269 6.932 -0.187
C -3.084 7.245 1.084
C -3.182 5.880 1.813
C -4.826 4.794 0.166
H -2.554 -1.080 -0.418
H -1.963 0.284 -1.471
H -3.607 0.042 -0.999
H -1.313 1.141 0.623
H -2.767 0.724 1.471
H -4.021 2.162 -0.256
H -2.518 2.740 -0.763
H -1.913 3.370 1.592
H -3.631 3.074 2.048
H -2.334 4.973 -1.230
H -1.342 5.004 0.164
H -2.766 7.307 -1.081
H -1.254 7.323 -0.263
H -4.076 7.624 0.837
H -2.457 8.022 1.521
H -3.969 5.896 2.567
H -2.206 5.699 2.263
H -5.013 5.804 -0.200
H -5.569 4.650 0.951
H -4.882 4.106 -0.678
C 3.824 0.812 7.123
C 4.269 2.220 6.617
C 4.513 2.308 5.062
C 4.432 3.836 4.704
P 4.922 4.378 2.927
C 4.469 6.123 2.741
C 4.626 7.041 3.938
C 4.581 8.475 3.445
C 4.513 9.436 4.578
C 6.659 4.168 2.562
C 7.593 4.959 3.443
C 8.181 4.147 4.645
C 9.350 4.893 5.411
C 3.986 3.286 1.786
C 4.477 1.847 1.592
C 3.628 0.957 0.678
C 4.396 -0.276 0.226
H 4.258 0.660 8.111
H 4.083 -0.033 6.485
H 2.739 0.712 7.117
H 5.130 2.489 7.228
H 3.607 2.987 7.019
H 3.790 1.654 4.575
H 5.492 1.891 4.825
H 5.114 4.370 5.365
H 3.419 4.142 4.967
H 3.431 6.195 2.417
H 5.108 6.482 1.935
H 5.578 6.886 4.446
H 3.817 6.741 4.604
H 3.692 8.577 2.823
H 5.407 8.673 2.761
H 3.670 9.185 5.222
H 4.483 10.515 4.427
H 5.388 9.264 5.205
H 6.815 4.428 1.515
H 6.839 3.094 2.609
H 7.197 5.905 3.813
H 8.422 5.273 2.808
H 8.530 3.140 4.415
H 7.427 4.009 5.421
H 8.952 5.754 5.947
H 10.194 5.132 4.764
H 9.828 4.253 6.153
H 3.918 3.828 0.843
H 2.970 3.128 2.147
H 4.639 1.279 2.509
H 5.384 1.984 1.004
H 3.497 1.506 -0.255
H 2.646 0.736 1.096
H 3.789 -0.987 -0.335
H 4.762 -0.846 1.080
H 5.238 -0.027 -0.419
C 4.295 7.063 -6.376
C 4.209 8.433 -5.652
C 3.344 8.301 -4.404
C 1.791 8.062 -4.584
P 1.173 6.802 -3.377
C 1.764 5.128 -3.736
C 1.075 3.961 -2.978
C 1.179 4.103 -1.396
C 0.757 2.783 -0.673
C 1.824 7.261 -1.752
C 1.880 8.798 -1.409
C 2.703 9.244 -0.211
C 4.165 9.218 -0.533
C -0.674 6.832 -3.361
C -1.344 7.069 -4.689
C -2.886 7.219 -4.453
C -3.763 7.505 -5.661
H 3.295 6.809 -6.726
H 4.570 6.229 -5.730
H 5.114 7.105 -7.094
H 3.755 9.202 -6.277
H 5.200 8.747 -5.324
H 3.564 9.172 -3.787
H 3.850 7.489 -3.883
H 1.559 7.701 -5.586
H 1.261 8.996 -4.396
H 2.845 5.011 -3.656
H 1.655 4.950 -4.806
H 1.615 3.048 -3.228
H 0.083 3.753 -3.379
H 0.417 4.815 -1.076
H 2.179 4.338 -1.032
H 1.372 1.938 -0.981
H -0.298 2.568 -0.843
H 0.874 2.864 0.407
H 2.823 6.830 -1.694
H 1.513 6.634 -0.916
H 0.855 9.093 -1.185
H 2.180 9.448 -2.231
H 2.559 8.575 0.637
H 2.362 10.245 0.054
H 4.665 8.253 -0.449
H 4.676 9.832 0.208
H 4.258 9.527 -1.574
H -0.887 7.636 -2.657
H -1.008 5.863 -2.989
H -1.113 6.188 -5.287
H -0.966 7.935 -5.233
H -2.950 8.145 -3.881
H -3.332 6.533 -3.732
H -3.881 6.616 -6.282
H -3.304 8.333 -6.200
H -4.813 7.728 -5.475
C -4.238 -9.070 -6.334
C -4.057 -7.642 -5.761
C -2.750 -7.276 -4.934
C -2.314 -5.783 -5.047
P -0.634 -5.421 -5.583
C -0.165 -3.724 -5.106
C -0.311 -3.245 -3.583
C -0.030 -1.705 -3.490
C 1.358 -1.046 -3.728
C -0.653 -5.665 -7.379
C -0.454 -7.123 -7.892
C -0.414 -7.372 -9.430
C -0.529 -8.855 -9.800
C 0.591 -6.558 -4.742
C 0.298 -6.697 -3.197
C 1.592 -7.190 -2.491
C 1.392 -7.571 -1.002
H -3.387 -9.551 -6.817
H -5.006 -8.997 -7.104
H -4.609 -9.697 -5.523
H -4.872 -7.437 -5.067
H -4.287 -6.880 -6.506
H -1.959 -7.829 -5.441
H -2.777 -7.560 -3.882
H -2.380 -5.298 -4.073
H -2.935 -5.411 -5.861
H -1.050 -3.327 -5.603
H 0.816 -3.376 -5.429
H 0.345 -3.765 -2.885
H -1.350 -3.460 -3.335
H -0.427 -1.257 -2.579
H -0.645 -1.302 -4.295
H 1.782 -1.457 -4.644
H 2.043 -1.266 -2.910
H 1.157 0.007 -3.927
H 0.133 -5.005 -7.746
H -1.603 -5.270 -7.739
H -1.294 -7.724 -7.543
H 0.402 -7.532 -7.356
H 0.515 -6.868 -9.695
H -1.257 -6.814 -9.839
H 0.124 -9.405 -9.123
H -0.250 -9.028 -10.840
H -1.532 -9.221 -9.581
H 1.541 -6.046 -4.895
H 0.657 -7.524 -5.243
H -0.574 -7.329 -3.031
H -0.021 -5.749 -2.762
H 2.352 -6.411 -2.550
H 1.961 -8.094 -2.976
H 2.318 -8.008 -0.628
H 0.578 -8.288 -0.901
H 1.198 -6.734 -0.331
C -3.994 -2.142 3.766
C -3.562 -2.661 5.213
C -3.727 -4.183 5.352
C -3.092 -4.655 6.637
P -1.385 -5.230 6.477
C -1.259 -6.460 5.125
C 0.123 -7.101 4.941
C 0.180 -8.331 3.997
C 1.574 -8.478 3.160
C -0.744 -6.050 8.060
C -0.999 -5.173 9.315
C -0.200 -5.689 10.559
C -0.614 -7.066 10.930
C -0.285 -3.826 6.038
C 1.219 -3.861 6.300
C 1.898 -2.594 5.685
C 3.421 -2.899 5.547
H -3.738 -1.087 3.672
H -5.036 -2.435 3.638
H -3.480 -2.625 2.935
H -4.175 -2.110 5.926
H -2.538 -2.377 5.459
H -3.435 -4.590 4.384
H -4.769 -4.498 5.416
H -3.661 -5.491 7.043
H -3.150 -3.853 7.373
H -1.370 -5.868 4.217
H -2.136 -7.088 5.284
H 0.473 -7.390 5.932
H 0.841 -6.361 4.586
H -0.660 -8.322 3.303
H -0.040 -9.177 4.648
H 1.738 -9.410 2.620
H 2.477 -8.400 3.766
H 1.628 -7.598 2.519
H 0.334 -6.186 7.970
H -1.123 -7.061 8.217
H -2.065 -5.201 9.541
H -0.809 -4.111 9.166
H -0.227 -5.049 11.441
H 0.864 -5.661 10.323
H -0.127 -7.380 11.853
H -0.342 -7.873 10.249
H -1.689 -7.243 10.969
H -0.600 -2.935 6.581
H -0.581 -3.782 4.990
H 1.744 -4.755 5.963
H 1.301 -3.870 7.387
H 1.881 -1.803 6.435
H 1.446 -2.377 4.717
H 3.939 -2.055 5.092
H 3.778 -3.763 4.987
H 3.835 -2.973 6.552

The value obtained for the electronic energy is -5487.4157 a.u. Its LUMO energy is -8.727 eV. The highest occupied orbital energy is -17.4 eV. The value obtained for the energy above the lowest of the compared OMol25 structures with the same formula, charge and spin is 355.7 kJ/mol. Its net charge is +5. The HOMO-LUMO gap is 8.70 eV.